{
  "formula": "C8H6CoN2O4",
  "method": "ωB97M-V/def2-TZVPD",
  "elements": ["O", "C", "Co", "O", "C", "C", "O", "C", "O", "C", "C", "N", "C", "C", "N", "H", "H", "H", "H", "H", "H"],
  "positions_angstrom": [[0.2716, -3.2227, -0.1201], [0.5488, -2.0845, -0.0034], [0.7732, -0.1421, 0.4745], [-3.9798, -0.0116, -1.6714], [-2.9517, -0.1844, -1.2320], [1.9766, 0.0336, -0.9761], [2.9340, 0.0895, -1.6414], [0.4270, 1.7905, 0.4596], [0.0708, 2.9313, 0.4322], [1.1510, 0.7645, 3.0959], [-0.0958, -0.0437, 2.8669], [-0.6420, -0.4440, 1.7184], [-1.8673, -1.0402, 2.0187], [-2.0322, -1.0177, 3.3435], [-0.9234, -0.4036, 3.8832], [0.8530, 1.6564, 3.6255], [1.8307, 0.1643, 3.6730], [1.5865, 1.0247, 2.1387], [-2.5507, -1.3878, 1.2366], [-2.8314, -1.3726, 3.9943], [-0.7083, -0.2050, 4.8607]],
  "de_lowest_kcal_mol": 0.00,
  "spin_multiplicity": 4,
  "molar_mass_g_mol": 253.1,
  "max_force_ha_per_bohr": 0.2088,
  "orbital_gap_ev": [7.614, 6.203],
  "homo_ev": [-17.31, -17.28],
  "charge": 2,
  "e_lumo_ev": [-9.70, -11.08]
}

{
  "formula": "C49H50Cl2N6O4Ti",
  "method": "ωB97M-V/def2-TZVPD",
  "elements": ["Ti", "C", "O", "C", "C", "C", "C", "C", "C", "N", "N", "C", "C", "O", "C", "C", "C", "C", "C", "C", "C", "C", "H", "H", "H", "H", "H", "H", "H", "H", "H", "H", "H", "H", "H", "N", "C", "C", "N", "H", "H", "H", "H", "H", "H", "H", "H", "C", "C", "C", "C", "C", "C", "C", "C", "C", "C", "H", "H", "H", "H", "H", "H", "H", "H", "H", "H", "H", "H", "C", "C", "C", "C", "N", "C", "C", "H", "H", "H", "H", "H", "H", "H", "Cl", "C", "C", "C", "C", "C", "Cl", "C", "N", "C", "C", "C", "C", "C", "C", "C", "C", "O", "O", "H", "H", "H", "H", "H", "H", "H", "H", "H", "H"],
  "positions_angstrom": [[-1.1863, 0.4357, 0.3285], [-0.8147, 0.0367, 4.2889], [0.4222, 0.4786, 3.7161], [1.2096, -0.5307, 3.2044], [2.4196, -0.7457, 3.8381], [3.2558, -1.8047, 3.4877], [2.8185, -2.6695, 2.4903], [1.6257, -2.4551, 1.8236], [0.7873, -1.3446, 2.1108], [-0.3398, -1.0752, 1.4129], [-0.7197, -2.1896, 0.6095], [-2.0043, -2.3591, 0.3605], [-3.0901, -1.4637, 0.6531], [-2.7979, -0.1676, 0.9838], [-4.4051, -1.8737, 0.5577], [-4.7769, -3.1157, 0.0555], [-3.7673, -3.9673, -0.4349], [-4.0671, -5.2062, -1.0657], [-3.0856, -6.0059, -1.5853], [-1.7365, -5.6068, -1.5167], [-1.4137, -4.4207, -0.9016], [-2.3954, -3.5936, -0.3296], [-0.6861, -0.9591, 4.7245], [-1.0606, 0.7495, 5.0772], [-1.6099, 0.0124, 3.5461], [2.6682, -0.0831, 4.6604], [4.1932, -1.9656, 4.0057], [3.4260, -3.5251, 2.2121], [1.2946, -3.1253, 1.0437], [-5.1644, -1.1552, 0.8557], [-5.8183, -3.4095, -0.0051], [-5.1092, -5.5042, -1.1394], [-3.3509, -6.9417, -2.0683], [-0.9609, -6.2191, -1.9620], [-0.3895, -4.0758, -0.8577], [1.3520, 1.1775, 0.3697], [2.0879, 2.3205, -0.1703], [1.2714, 3.2711, -1.0551], [0.3137, 2.5960, -1.9180], [1.7611, 0.8722, 1.2448], [1.3807, 0.3920, -0.2770], [2.9770, 1.9974, -0.7302], [2.4547, 2.9137, 0.6728], [2.0131, 3.8503, -1.6265], [0.7245, 3.9814, -0.4265], [0.5297, 1.6203, -2.0862], [0.1978, 3.0736, -2.8008], [-2.3436, 4.4389, 0.8204], [-2.3694, 3.1594, 1.6926], [-3.7899, 2.5661, 1.6620], [-1.3190, 2.1936, 1.1561], [-2.0704, 3.6575, 3.1193], [-0.8525, 3.4181, 3.7483], [-0.5876, 3.9160, 5.0187], [-1.5329, 4.6723, 5.6949], [-2.7557, 4.9194, 5.0839], [-3.0140, 4.4182, 3.8168], [-2.4998, 4.1905, -0.2286], [-1.3686, 4.9249, 0.9031], [-3.1134, 5.1554, 1.1309], [-3.9253, 1.9503, 0.7749], [-4.5560, 3.3487, 1.6651], [-3.9598, 1.9140, 2.5201], [-0.3370, 2.6741, 1.1868], [-0.1252, 2.7896, 3.2552], [0.3640, 3.6897, 5.4860], [-1.3268, 5.0556, 6.6878], [-3.5137, 5.5002, 5.5986], [-3.9770, 4.6166, 3.3621], [-5.9011, 0.2262, -3.8834], [-4.6183, 0.3607, -3.1102], [-4.2309, 1.5748, -2.5490], [-3.0740, 1.6365, -1.7941], [-2.2959, 0.5709, -1.5724], [-2.6405, -0.5914, -2.1476], [-3.7852, -0.7296, -2.9169], [-6.3868, 1.1930, -4.0195], [-6.5917, -0.4328, -3.3534], [-5.7211, -0.2127, -4.8666], [-4.8314, 2.4671, -2.6800], [-2.7334, 2.5523, -1.3366], [-1.9624, -1.4216, -2.0029], [-4.0248, -1.7045, -3.3221], [5.8254, 0.1137, -3.7015], [6.1915, 0.3036, -2.0108], [7.3856, 0.9244, -1.6809], [7.6986, 1.1912, -0.3591], [6.7967, 0.8296, 0.6305], [5.6204, 0.1833, 0.2955], [4.5312, -0.2792, 1.5628], [5.2727, -0.1168, -1.0389], [4.0802, -0.7257, -1.3447], [3.9748, -1.7752, -2.3100], [4.9257, -2.7893, -2.3132], [4.8368, -3.8284, -3.2217], [3.7730, -3.8623, -4.1160], [2.8245, -2.8543, -4.1032], [2.9141, -1.7825, -3.2166], [1.8847, -0.6943, -3.2220], [0.5844, -1.1294, -2.4835], [-0.0186, -2.0938, -2.9575], [0.2815, -0.4312, -1.4687], [8.0518, 1.2161, -2.4812], [8.6245, 1.6885, -0.1049], [6.9984, 1.0307, 1.6737], [3.4257, -0.7886, -0.5741], [5.7318, -2.7530, -1.5890], [5.5793, -4.6165, -3.2170], [3.6767, -4.6822, -4.8171], [1.9784, -2.8884, -4.7768], [1.5898, -0.4768, -4.2528], [2.2973, 0.2086, -2.7784]],
  "de_lowest_kcal_mol": 16.04,
  "molar_mass_g_mol": 905.7,
  "max_force_ha_per_bohr": 0.0383,
  "orbital_gap_ev": 3.602,
  "homo_ev": 0.23,
  "charge": -2,
  "e_lumo_ev": 3.83
}

{
  "formula": "C22H23Cl3GeN6O2PtS",
  "method": "ωB97M-V/def2-TZVPD",
  "elements": ["Pt", "C", "C", "N", "N", "C", "S", "N", "N", "H", "H", "H", "H", "H", "H", "C", "C", "N", "O", "C", "C", "N", "O", "H", "H", "H", "H", "H", "H", "H", "Cl", "Ge", "Cl", "Cl", "C", "C", "C", "C", "C", "C", "C", "C", "C", "C", "C", "C", "C", "C", "C", "H", "H", "H", "H", "H", "H", "H", "H", "H", "H"],
  "positions_angstrom": [[0.9581, 1.3271, 0.8650], [6.1967, 1.3400, 2.8980], [4.8659, 1.5799, 3.5053], [4.6261, 1.9234, 4.7229], [3.2590, 2.0393, 4.7822], [2.6386, 1.7626, 3.6411], [0.9686, 1.7404, 3.3696], [3.6670, 1.4763, 2.8040], [3.4891, 1.1240, 1.4715], [6.9586, 1.5124, 3.6528], [6.3670, 2.0175, 2.0599], [6.2859, 0.3136, 2.5379], [2.8146, 2.3081, 5.6446], [3.8568, 0.1962, 1.2936], [3.9422, 1.8240, 0.8846], [-0.5298, 1.8284, -3.4287], [-0.3406, 1.7978, -1.9472], [0.8268, 1.9577, -1.3844], [1.8330, 2.1292, -2.2505], [-1.4366, 1.5852, -1.0473], [-2.8027, 1.2453, -1.5082], [-1.1446, 1.7092, 0.2900], [-2.0700, 1.5535, 1.0860], [0.1456, 2.5599, -3.8666], [-1.5540, 2.0805, -3.6905], [-0.2830, 0.8523, -3.8581], [2.5389, 2.5821, -1.7316], [-2.7751, 0.6003, -2.3865], [-3.3320, 2.1677, -1.7734], [-3.3563, 0.7590, -0.7100], [1.8458, 5.3443, 2.3952], [1.4167, 3.9640, 0.7849], [3.4292, 3.9377, -0.3513], [0.2118, 5.1032, -0.6333], [0.6796, -0.6211, 0.5772], [-0.2727, -1.3737, 0.2008], [-1.2815, -2.1835, -0.2973], [-2.1691, -2.8714, 0.6314], [-2.2884, -2.4188, 1.9546], [-3.1442, -3.0457, 2.8399], [-3.8888, -4.1452, 2.4300], [-3.7528, -4.6270, 1.1331], [-2.8980, -4.0038, 0.2424], [-1.4477, -2.1414, -1.7579], [-2.7191, -2.2241, -2.3465], [-2.8660, -2.1309, -3.7205], [-1.7556, -1.9393, -4.5358], [-0.4926, -1.8343, -3.9652], [-0.3382, -1.9305, -2.5921], [-1.7162, -1.5548, 2.2752], [-3.2364, -2.6748, 3.8527], [-4.5650, -4.6311, 3.1213], [-4.3072, -5.5022, 0.8197], [-2.7621, -4.4144, -0.7497], [-3.5929, -2.3365, -1.7177], [-3.8534, -2.2034, -4.1595], [-1.8758, -1.8734, -5.6098], [0.3758, -1.6881, -4.5958], [0.6512, -1.8727, -2.1519]],
  "de_lowest_kcal_mol": 18.65,
  "spin_multiplicity": 6,
  "molar_mass_g_mol": 809.6,
  "max_force_ha_per_bohr": 0.0200,
  "orbital_gap_ev": [5.783, 5.183],
  "homo_ev": [-9.51, -11.42],
  "charge": 1,
  "e_lumo_ev": [-3.73, -6.23]
}

{
  "formula": "C30H26AsBBr2F7N4O4Ti",
  "method": "ωB97M-V/def2-TZVPD",
  "elements": ["Ti", "Br", "C", "C", "C", "C", "C", "N", "C", "O", "O", "H", "H", "H", "Br", "C", "C", "C", "C", "C", "C", "C", "O", "O", "H", "H", "H", "H", "F", "B", "F", "F", "F", "N", "C", "N", "C", "N", "F", "C", "F", "F", "C", "C", "C", "C", "C", "C", "C", "C", "H", "H", "H", "H", "C", "C", "As", "C", "C", "C", "C", "H", "H", "H", "H", "H", "H", "H", "H", "H", "H", "H", "H", "H", "H", "H"],
  "positions_angstrom": [[0.2199, 0.7442, -0.0870], [-1.4755, 2.8851, 2.8748], [-1.5518, 1.0084, 3.0416], [-2.3191, 0.4672, 4.0652], [-2.3760, -0.9069, 4.1806], [-1.6637, -1.6882, 3.2849], [-0.9470, -1.0518, 2.2939], [-0.8888, 0.2758, 2.1643], [-0.1845, -1.8333, 1.2596], [-0.0953, -3.0341, 1.2974], [0.3487, -1.0683, 0.3389], [-2.8735, 1.1192, 4.7221], [-2.9799, -1.3622, 4.9538], [-1.6671, -2.7681, 3.3173], [4.9308, 0.8609, -7.2344], [3.9108, 0.8233, -5.6361], [4.3209, 1.5928, -4.5592], [3.5729, 1.5627, -3.3936], [2.4373, 0.7673, -3.3212], [2.0371, 0.0043, -4.4120], [2.7762, 0.0290, -5.5826], [1.6344, 0.7387, -2.0807], [1.9301, 1.4537, -1.0834], [0.6116, 0.0019, -1.9765], [5.2074, 2.2062, -4.6345], [3.8546, 2.1559, -2.5342], [1.1435, -0.5995, -4.3264], [2.4776, -0.5577, -6.4395], [-0.5599, 2.4587, -1.9382], [-0.5940, 3.4769, -0.9670], [-0.0799, 2.7359, 0.2516], [-1.8672, 3.8849, -0.6815], [0.2766, 4.4909, -1.2347], [-5.3085, 0.6520, 2.2189], [-4.7620, 0.8328, 1.2146], [-4.2023, 1.0655, 0.0330], [-2.9551, 0.8511, -0.1055], [-1.8132, 0.6709, -0.2771], [7.1290, 2.1206, 6.4776], [5.8267, 2.2847, 6.7737], [5.5550, 1.4342, 7.7894], [5.6955, 3.5259, 7.2832], [4.9343, 2.0547, 5.5943], [3.6158, 2.4960, 5.6463], [2.7678, 2.2592, 4.5815], [3.2242, 1.5740, 3.4490], [4.5494, 1.1386, 3.4119], [5.3992, 1.3753, 4.4789], [2.3387, 1.3328, 2.3519], [1.5565, 1.1024, 1.4551], [3.2604, 3.0325, 6.5165], [1.7433, 2.6063, 4.6058], [4.9047, 0.6160, 2.5345], [6.4258, 1.0379, 4.4421], [-4.2077, -2.5081, 0.1510], [-3.6846, -3.3090, -1.0403], [-2.2555, -2.3192, -1.9764], [-1.8608, -3.6335, -3.4003], [-3.0339, -4.3069, -4.1034], [-3.4092, -1.0876, -2.9882], [-2.5785, -0.1803, -3.8953], [-4.9923, -3.0498, 0.6826], [-4.6239, -1.5510, -0.1669], [-3.4058, -2.2960, 0.8622], [-4.5007, -3.5476, -1.7261], [-3.2456, -4.2508, -0.7007], [-1.2145, -4.3813, -2.9347], [-1.2362, -3.1016, -4.1225], [-3.6262, -4.8985, -3.4041], [-2.6878, -4.9778, -4.8937], [-3.6986, -3.5743, -4.5638], [-3.9347, -0.4817, -2.2456], [-4.1666, -1.6365, -3.5519], [-1.8410, 0.3742, -3.3113], [-3.2062, 0.5429, -4.4193], [-2.0426, -0.7624, -4.6502]],
  "de_lowest_kcal_mol": 13.19,
  "molar_mass_g_mol": 933.0,
  "max_force_ha_per_bohr": 0.0128,
  "orbital_gap_ev": 7.480,
  "homo_ev": -6.02,
  "charge": -1,
  "e_lumo_ev": 1.46
}

{
  "formula": "C9H15N2O2P",
  "method": "ωB97M-V/def2-TZVPD",
  "elements": ["C", "C", "C", "C", "C", "C", "C", "C", "C", "N", "N", "O", "O", "P", "H", "H", "H", "H", "H", "H", "H", "H", "H", "H", "H", "H", "H", "H", "H"],
  "positions_angstrom": [[0.3408, -1.6786, -0.7299], [-0.6801, -1.0861, -0.1172], [1.4816, -0.9733, -1.1239], [0.6344, 1.0120, 0.2277], [-2.7834, -1.4308, 1.4008], [3.4411, 0.2339, 1.3636], [-2.2625, 2.0684, -1.6533], [-2.0709, -1.6856, 0.0581], [3.0572, 0.6469, -0.0270], [-0.5890, 0.4005, 0.0940], [1.6571, 0.2432, -0.3105], [2.2613, -1.2757, -1.9884], [0.7298, 2.1508, 0.6269], [-2.1325, 1.3904, 0.1401], [0.3886, -2.6822, -1.1101], [-2.5404, -2.3145, 2.0068], [-3.8268, -1.3369, 1.2991], [-2.3964, -0.5922, 1.9713], [3.6267, -0.8748, 1.4577], [4.4723, 0.5589, 1.6302], [2.7839, 0.6054, 1.9906], [-2.7531, 1.3081, -2.2873], [-1.2562, 1.9547, -1.9864], [-2.6516, 3.0459, -1.6798], [-2.6175, -1.2974, -0.8479], [-2.0132, -2.7782, -0.0248], [3.1678, 1.7480, -0.0085], [3.7885, 0.2313, -0.8474], [-1.2575, 2.4079, 0.4756]],
  "de_lowest_kcal_mol": 12.93,
  "smiles": "CCc1cc(=O)n(CC)c(=O)n1PC",
  "molar_mass_g_mol": 214.2,
  "max_force_ha_per_bohr": 0.1259,
  "orbital_gap_ev": 9.513,
  "homo_ev": -9.17,
  "e_lumo_ev": 0.34
}